[1]
Here is a 7-piece molecular cluster, C36H66N12O4S overall from the Open Molecules 2025 dataset. Energies are from the ωB97M-V functional and the def2-TZVPD basis.

Results
Kohn-Sham gap: 9.4 eV
HOMO: -17.2225 eV
Net charge: +4
Electronic energy: -2766.41777 Ha
Energy above the lowest of the compared OMol25 structures with the same formula, charge and spin: 0.000 eV
LUMO: -7.86 eV

Last column: Mulliken charge in e.
Positions of all 119 atoms, in Å:
S1 -8.443 18.761 2.523  -0.4483
O1 -9.692 19.516 2.902  -0.8777
O2 -8.576 18.234 1.134  0.7961
O3 -7.299 19.699 2.593  -0.7422
O4 -8.276 17.645 3.469  -0.7088
N1 -3.432 18.171 4.373  0.1482
N2 -6.733 17.608 -2.696  0.2117
N3 -8.513 16.657 -1.943  0.6276
N4 -10.557 20.835 -1.442  0.3608
N5 -11.404 15.741 1.930  0.9681
N6 -7.514 21.790 5.647  0.5648
N7 -8.614 23.249 4.513  0.2017
N8 -11.577 17.870 5.419  0.6204
N9 -8.807 21.567 -0.454  0.2013
N10 -4.170 17.472 2.476  0.2997
N11 -13.527 18.683 4.977  0.1829
N12 -13.466 15.690 1.289  0.2113
C1 -14.730 15.174 0.786  -0.9152
C2 -9.903 21.632 -2.344  -0.5081
C3 -13.068 17.011 1.280  -2.0722
C4 -6.743 20.561 5.895  0.3466
C5 -2.415 17.455 3.789  -0.5606
C6 -12.423 14.949 1.638  -0.2742
C7 -9.898 20.825 -0.287  -0.3581
C8 -7.371 22.994 6.299  -0.1621
C9 -10.176 17.799 5.898  0.3096
C10 -9.615 16.255 -1.044  0.5133
C11 -3.424 18.708 5.733  -0.7445
C12 -6.808 20.133 7.351  -1.7166
C13 -12.984 21.283 -1.583  -1.2363
C14 -8.294 16.174 -3.215  -0.2373
C15 -10.125 18.329 7.325  -1.3419
C16 -5.023 17.254 1.304  -0.0123
C17 -7.167 16.744 -3.676  -0.9960
C18 -10.087 15.324 2.479  0.8771
C19 -12.251 18.985 5.186  -0.2203
C20 -2.866 17.023 2.593  -0.2836
C21 -9.515 23.855 3.543  -0.8017
C22 -7.711 21.793 0.500  -0.4688
C23 -5.869 16.019 1.482  -0.7305
C24 -11.885 20.236 -1.624  -0.1511
C25 -7.556 17.538 -1.659  -0.1950
C26 -11.782 17.052 1.693  0.1666
C27 -12.462 16.816 5.402  -0.6539
C28 -4.485 18.173 3.554  -0.1617
C29 -13.685 17.322 5.131  -0.6312
C30 -9.884 13.829 2.399  -1.8299
C31 -14.591 19.648 4.689  -0.8755
C32 -5.588 18.503 -2.798  -0.8773
C33 -8.279 21.965 4.579  -0.4281
C34 -10.883 15.990 -1.831  -1.3771
C35 -8.055 23.914 5.585  -0.9131
C36 -8.812 22.120 -1.714  -0.5705
H1 -10.905 17.965 7.989  0.3932
H2 -6.042 20.589 7.971  0.4453
H3 -10.104 15.653 3.518  -0.2304
H4 -14.693 15.009 -0.291  0.3617
H5 -4.382 17.280 0.422  0.4116
H6 -9.251 15.368 -0.523  0.2365
H7 -8.974 15.493 -3.692  0.5224
H8 -5.744 19.217 -3.605  0.3574
H9 -4.172 18.201 6.342  0.3255
H10 -6.640 16.624 -4.606  0.5030
H11 -15.532 19.246 5.052  0.3754
H12 -10.283 21.817 -3.334  0.5628
H13 -2.401 16.552 1.746  0.4977
H14 -6.767 23.121 7.181  0.5152
H15 -14.663 19.808 3.615  0.3081
H16 -12.463 13.879 1.755  0.5849
H17 -5.713 20.793 5.621  0.4198
H18 -6.744 19.047 7.427  0.3791
H19 -11.924 19.631 -2.530  0.3819
H20 -15.013 14.243 1.270  0.3621
H21 -9.343 15.949 1.989  -0.2520
H22 -8.847 13.598 2.628  0.4329
H23 -12.122 15.806 5.554  0.5651
H24 -9.880 16.757 5.817  0.3199
H25 -10.038 24.687 3.999  0.3811
H26 -4.685 17.948 -3.049  0.3658
H27 -13.012 21.757 -0.600  0.3254
H28 -7.207 22.712 0.228  0.4608
H29 -10.242 19.420 7.303  0.3505
H30 -6.323 15.779 0.509  0.1667
H31 -5.425 19.017 -1.855  0.2729
H32 -11.711 15.684 -1.189  0.1306
H33 -14.396 20.586 5.199  0.3683
H34 -11.109 17.858 1.971  0.8007
H35 -10.557 13.288 3.063  0.4608
H36 -5.345 15.106 1.755  0.4633
H37 -10.242 23.108 3.221  0.2909
H38 -1.421 17.404 4.198  0.4342
H39 -15.526 15.896 0.959  0.3560
H40 -6.760 16.210 2.081  0.1006
H41 -3.652 19.770 5.701  0.3087
H42 -9.559 18.393 5.229  -0.4403
H43 -12.748 22.086 -2.283  0.3829
H44 -8.247 24.954 5.784  0.4558
H45 -13.957 20.880 -1.846  0.4173
H46 -8.973 24.167 2.652  0.2951
H47 -10.142 20.303 0.631  0.6042
H48 -8.067 22.833 -2.021  0.5477
H49 -10.086 13.459 1.388  0.4459
H50 -10.816 15.186 -2.565  0.4595
H51 -13.738 17.769 0.910  0.6114
H52 -8.557 21.224 3.834  0.4674
H53 -5.452 18.635 3.706  0.3641
H54 -7.076 20.909 0.455  0.1394
H55 -11.824 19.970 5.101  0.5259
H56 -8.058 21.758 1.528  0.0142
H57 -5.663 18.131 1.167  -0.2873
H58 -2.459 18.524 6.193  0.3338
H59 -9.798 17.043 -0.320  -0.3077
H60 -7.123 19.816 5.197  -0.3415
H61 -7.477 18.185 -0.797  0.3787
H62 -11.186 16.890 -2.371  0.3620
H63 -7.795 20.365 7.756  0.4901
H64 -11.964 19.518 -0.801  -0.1336
H65 -9.121 18.168 7.714  0.3580
H66 -14.652 16.893 4.929  0.5142



[2]
Here is a 11-piece molecular cluster, C36H66N6O8 overall from the Open Molecules 2025 dataset. Energies are from the ωB97M-V functional and the def2-TZVPD basis.

Results
Kohn-Sham gap: 8.3 eV
Structure (SMILES): c1cc[nH]c1.c1cc[nH]c1.c1cc[nH]c1.CNC(C)=O.CNC(C)=O.CNC(C)=O.CC(C)=O.CC(C)=O.CC(C)=O.CC(C)=O.CC(C)=O
HOMO: -7.8786 eV
Net charge: 0
Electronic energy: -2341.72455 Ha
LUMO: 0.45 eV

Last column: Mulliken charge in e.
Positions of all 116 atoms, in Å:
O1 -3.347 2.280 -1.593  -0.3982
O2 -2.166 -2.187 -1.527  -0.5948
O3 1.266 1.051 -0.023  0.2073
O4 -2.974 -2.680 1.752  -0.4815
O5 4.509 -1.161 1.386  -0.6276
O6 4.548 0.925 -4.356  -0.5925
O7 0.503 -3.675 4.647  -0.5809
O8 1.912 0.945 4.786  -0.6540
N1 -0.157 0.577 -7.322  0.0937
N2 0.693 -3.743 -4.957  0.0889
N3 -0.299 -0.577 0.346  0.4065
N4 1.409 -2.549 6.444  -0.1099
N5 1.822 4.017 0.243  0.3439
N6 0.001 1.787 4.060  -0.0802
C1 -0.311 0.487 -1.801  0.4008
C2 -4.094 -3.391 -1.231  -1.4694
C3 1.365 -3.123 -2.882  -0.1769
C4 0.638 4.250 -0.363  -0.5494
C5 -2.484 -2.528 4.160  -0.3259
C6 -0.028 1.517 -6.307  -1.1009
C7 4.012 1.126 2.082  -0.3023
C8 -0.996 -0.443 -6.913  -0.8869
C9 -3.345 -2.132 -1.294  1.0958
C10 3.419 0.950 -4.038  0.4191
C11 0.456 2.676 2.959  -0.7751
C12 4.663 0.372 -0.366  -0.7433
C13 4.409 0.007 1.043  0.7901
C14 -2.906 -3.276 2.831  0.5402
C15 0.716 1.165 4.941  0.7287
C16 2.511 -3.418 -3.712  -0.8035
C17 2.435 -0.106 -4.496  0.1701
C18 -3.982 3.306 -1.644  0.6564
C19 2.065 5.025 1.077  -0.4176
C20 -2.940 -4.828 2.837  -1.1570
C21 -0.729 1.000 -5.174  -0.1455
C22 -4.073 -0.850 -0.928  -1.1950
C23 2.048 -3.850 -4.946  -0.6904
C24 0.114 5.498 -0.037  -0.2384
C25 0.118 -0.835 1.742  0.1044
C26 -1.229 -0.309 -5.555  -0.0359
C27 1.106 6.008 0.827  -1.0274
C28 2.922 2.060 -3.103  -0.1369
C29 0.396 -2.922 7.382  -0.9389
C30 -0.063 0.547 6.052  -0.8361
C31 0.257 0.426 -0.406  -0.4201
C32 1.327 -2.932 5.092  0.6423
C33 -5.481 3.293 -1.458  -1.0587
C34 2.502 -2.523 4.184  -0.5842
C35 -3.355 4.681 -1.754  -0.9499
C36 0.297 -3.312 -3.689  -0.6977
H1 0.190 3.392 -0.841  0.3039
H2 1.087 -0.412 2.007  -0.8264
H3 0.328 3.716 3.259  0.4894
H4 3.895 -0.202 -0.884  -0.0352
H5 2.226 -1.844 3.377  -0.2210
H6 0.144 0.760 -8.268  0.2070
H7 2.357 3.164 0.171  0.0887
H8 2.976 0.913 2.344  -0.4212
H9 -2.275 4.636 -1.891  0.0750
H10 -0.803 5.947 -0.386  0.4543
H11 2.994 5.066 1.625  0.4259
H12 -0.600 -0.316 2.377  0.0205
H13 -0.219 -0.449 -2.353  -0.0319
H14 -4.657 -0.821 -0.008  0.4666
H15 0.024 -3.979 -5.676  0.2224
H16 -0.124 2.460 2.062  0.1727
H17 -3.430 -5.020 3.791  0.3631
H18 4.440 1.433 -0.475  0.1503
H19 3.541 -3.428 -3.389  0.4283
H20 3.027 -0.832 -5.054  0.4061
H21 3.622 2.893 -3.041  0.4180
H22 -0.765 -3.316 -3.494  0.5873
H23 -3.350 -5.350 1.972  0.3354
H24 -3.792 5.189 -2.613  0.3965
H25 3.001 -3.364 3.702  0.3631
H26 -4.793 -0.472 -1.654  0.4453
H27 4.597 0.771 2.930  0.4442
H28 -3.420 0.011 -0.784  0.1257
H29 4.134 2.142 1.708  0.2072
H30 1.269 -2.948 -1.821  0.6266
H31 -5.754 3.918 -0.607  0.3405
H32 -0.998 1.651 4.119  0.2520
H33 -1.957 -3.251 4.782  0.2259
H34 -4.227 -3.658 -2.279  0.5100
H35 -5.112 -3.236 -0.873  0.3153
H36 1.996 2.440 -3.535  0.3105
H37 2.763 1.537 -2.160  -0.5599
H38 -0.634 -2.906 7.028  0.1930
H39 -1.892 -5.128 2.827  0.2794
H40 -3.611 5.113 -0.786  0.3405
H41 0.171 1.270 -2.386  -0.4479
H42 -0.174 -0.513 5.821  -0.0606
H43 0.427 -2.171 8.172  0.3828
H44 3.239 -1.938 4.735  0.2902
H45 -6.097 3.591 -2.306  0.3365
H46 -0.849 -1.240 -0.180  0.0450
H47 -3.284 -2.083 4.753  0.4553
H48 -3.449 -4.089 -0.698  0.2467
H49 0.469 2.461 -6.473  0.3753
H50 -5.670 2.246 -1.221  0.2005
H51 0.482 -3.838 7.966  0.3333
H52 2.132 -1.913 6.749  0.2806
H53 1.518 2.632 2.714  0.1313
H54 -1.367 0.758 -1.769  0.2363
H55 1.178 6.984 1.283  0.3981
H56 -1.766 -1.738 3.939  -0.2725
H57 1.744 -0.473 -3.737  -0.3388
H58 -1.825 -1.034 -5.022  0.4544
H59 0.152 -1.903 1.959  0.5740
H60 0.539 0.620 6.958  0.3386
H61 2.475 -4.327 -5.816  0.4485
H62 5.663 0.136 -0.729  0.4991
H63 1.784 0.392 -5.214  -0.1301
H64 -1.257 -1.273 -7.553  0.4122
H65 -0.877 1.564 -4.265  0.6573
H66 -1.036 1.033 6.115  0.3539



[3]
Here is a 9-piece molecular cluster, C36H66O21S6 overall from the Open Molecules 2025 dataset. Energies are from the ωB97M-V functional and the def2-TZVPD basis.

Results
Kohn-Sham gap: 9.8 eV
Structure (SMILES): C[C@H]1COC(=O)O1.C[C@H]1COC(=O)O1.C[C@H]1COC(=O)O1.O=S1(=O)CCCC1.O=S1(=O)CCCC1.O=S1(=O)CCCC1.O=S1(=O)CCCC1.O=S1(=O)CCCC1.O=S1(=O)CCCC1
HOMO: -10.0041 eV
Net charge: 0
Electronic energy: -5379.83053 Ha
Energy above the lowest of the compared OMol25 structures with the same formula, charge and spin: 16.511 eV
LUMO: -0.23 eV

Last column: Mulliken charge in e.
Positions of all 129 atoms, in Å:
S1 -0.840 -5.921 -1.093  1.1729
S2 1.063 4.317 5.028  1.0971
S3 -6.169 4.280 1.850  1.1462
S4 -5.218 -2.486 1.662  1.0527
S5 5.278 -5.055 -0.799  1.2726
S6 4.109 2.527 2.091  1.1090
O1 -0.731 -4.554 -0.662  -0.4596
O2 2.842 2.948 -3.510  -0.6163
O3 0.861 -3.481 -5.915  -0.6069
O4 3.329 3.751 1.936  -0.4854
O5 1.702 3.018 4.866  -0.6324
O6 0.055 0.964 1.007  -0.0878
O7 -1.982 1.107 0.182  -0.3063
O8 -7.090 4.951 2.810  -0.6879
O9 1.476 4.544 -2.907  -0.3080
O10 6.583 -5.090 -1.426  -0.7268
O11 5.334 2.485 2.837  -0.7620
O12 -5.253 -3.793 2.254  -0.7165
O13 -5.830 -1.355 2.381  -0.5964
O14 0.942 -1.325 -5.432  -0.3448
O15 1.813 2.991 -1.509  0.1646
O16 -5.688 4.914 0.653  -0.6832
O17 2.386 -2.634 -4.673  -0.3699
O18 4.564 -6.309 -0.795  -0.6789
O19 -1.521 2.193 2.017  -0.4713
O20 -1.148 -6.905 -0.164  -0.7524
O21 0.409 4.601 6.259  -0.7467
C1 0.097 0.179 -0.279  2.1439
C2 2.005 3.419 -2.782  0.3247
C3 1.712 6.331 3.490  -0.2435
C4 0.200 -6.153 -3.516  -0.8601
C5 4.285 -3.206 0.746  -0.2034
C6 1.856 -0.460 -4.864  0.3723
C7 3.785 0.476 0.543  1.4001
C8 0.605 -6.357 -2.041  -0.0250
C9 -2.005 -5.960 -2.400  -0.2640
C10 -1.224 0.567 -0.897  0.2094
C11 5.448 -4.252 0.713  -1.3087
C12 0.742 5.095 -1.836  0.3796
C13 0.207 -1.276 0.062  0.1461
C14 3.660 0.004 2.061  -1.3445
C15 3.041 -1.448 -4.509  -1.1875
C16 3.284 -3.459 -0.411  0.6628
C17 -6.040 1.624 2.164  0.2916
C18 3.082 1.193 2.684  -0.2368
C19 4.153 -3.900 -1.562  -0.5412
C20 0.040 4.470 3.774  0.7730
C21 -3.623 -2.315 1.132  -0.7261
C22 -5.302 2.381 3.384  -0.8448
C23 -5.989 -2.578 0.083  -0.8034
C24 0.210 5.963 3.234  -1.4870
C25 1.329 -2.510 -5.405  0.6934
C26 2.179 5.478 4.661  -0.9408
C27 -3.584 -2.368 -0.434  0.4954
C28 -4.903 3.690 2.803  -0.0160
C29 -0.798 4.974 -2.200  -1.5702
C30 -1.137 1.496 1.113  0.1762
C31 1.134 3.934 -0.803  0.2030
C32 1.147 0.062 -3.454  -1.1035
C33 -4.815 -3.058 -0.923  -1.4975
C34 4.555 1.839 0.503  -1.1749
C35 -1.169 -5.593 -3.686  -0.6554
C36 -6.878 2.637 1.306  -1.0464
H1 1.025 0.491 -0.817  -1.3626
H2 -6.391 -1.520 -0.108  0.3142
H3 2.814 0.504 0.207  -1.3442
H4 -7.781 2.672 1.721  0.4375
H5 -2.939 -5.357 -2.151  0.0108
H6 2.036 1.408 2.454  -0.0359
H7 0.235 3.582 -0.307  -0.1944
H8 -1.237 1.498 -1.663  -0.3814
H9 1.094 -1.440 0.768  -0.2037
H10 4.454 2.361 -0.425  0.4384
H11 -0.831 -1.541 0.473  -0.1889
H12 -6.743 -3.334 0.041  0.5116
H13 5.081 -4.982 1.446  0.2937
H14 1.241 -5.731 -1.962  -0.6693
H15 2.482 5.958 5.468  0.5670
H16 1.744 7.456 3.717  0.3544
H17 3.645 -4.593 -2.174  0.2107
H18 -2.577 -6.826 -2.487  0.4284
H19 -3.081 -2.986 1.613  0.5962
H20 2.399 6.012 2.639  0.0823
H21 3.069 -0.840 2.272  0.4647
H22 3.015 4.947 4.351  0.3573
H23 -6.729 0.889 2.701  0.3219
H24 0.141 -7.033 -4.028  0.3414
H25 0.300 3.711 2.938  -0.5904
H26 -6.943 2.557 0.313  0.5360
H27 3.457 -1.114 -3.560  0.2463
H28 6.279 -3.916 0.779  0.9455
H29 -1.503 -0.334 -1.494  0.4535
H30 4.278 -0.164 -0.245  0.2805
H31 -1.097 -4.640 -3.700  0.2421
H32 -5.153 1.214 1.446  -0.3278
H33 0.352 -1.942 -0.896  0.0430
H34 -0.112 6.198 2.310  0.6441
H35 3.135 1.347 3.818  0.6313
H36 -4.378 -4.121 -0.913  0.1973
H37 2.541 -4.161 -0.135  0.5228
H38 -1.174 3.946 -2.261  0.3468
H39 -5.005 -2.810 -1.779  0.9086
H40 4.748 -3.012 -2.007  0.2441
H41 0.479 0.887 -3.697  0.3264
H42 1.715 4.581 -0.133  -0.0565
H43 -4.393 1.970 3.500  0.3864
H44 -3.850 3.582 2.276  -0.2256
H45 1.079 -5.723 -3.904  0.4974
H46 4.597 -0.358 2.398  0.5224
H47 -0.221 6.525 3.937  0.5647
H48 2.725 -2.506 -0.735  -0.8198
H49 0.895 -7.227 -1.787  0.7311
H50 4.910 -2.311 0.805  -0.2149
H51 3.742 -1.385 -5.014  0.8953
H52 -5.670 2.330 4.503  0.2966
H53 -1.777 -5.797 -4.702  0.3593
H54 -1.185 4.469 4.118  0.2001
H55 -1.148 5.563 -3.193  0.2688
H56 -2.643 -2.774 -0.925  0.1571
H57 0.996 6.118 -1.339  0.3487
H58 0.583 -0.572 -2.872  0.5682
H59 -3.698 -1.310 -0.679  -0.0191
H60 5.594 1.849 0.727  0.4807
H61 2.236 0.447 -5.406  0.4038
H62 -3.209 -1.358 1.289  0.1175
H63 3.617 -3.227 1.784  0.3401
H64 -1.230 5.232 -1.400  0.7047
H65 -4.488 4.452 3.495  0.4645
H66 1.893 0.585 -2.813  -0.1380



The highest electronic energy belongs to which entry?
C36H66N6O8